The following is a quantum chemistry calculation of a 2-piece molecular cluster, C37H34N2OS overall, from the OMol25 dataset.

Structure (XYZ):
```
75
C37H34N2OS (the ωB97M-V functional and the def2-TZVPD basis)
C 2.820 1.374 5.427
S 2.635 0.745 3.701
C 4.150 -0.285 3.642
C 1.446 -0.463 3.872
C 0.072 -0.170 3.948
C -0.857 -1.211 4.271
C -2.214 -0.950 4.326
C -2.705 0.340 4.063
C -4.113 0.606 4.090
N -5.262 0.831 4.108
C -1.804 1.378 3.772
C -0.443 1.143 3.715
H 1.948 1.998 5.654
H 2.892 0.532 6.126
H 3.732 1.981 5.433
H 4.168 -0.764 2.657
H 4.997 0.402 3.747
H 4.130 -1.027 4.448
H 1.830 -1.472 4.039
H -0.450 -2.201 4.484
H -2.921 -1.744 4.573
H -2.195 2.381 3.586
H 0.238 1.965 3.478
C -0.210 3.287 -3.423
N 0.019 1.877 -3.643
C -0.012 1.478 -5.032
C 0.147 0.966 -2.591
C -1.002 0.375 -2.021
C -0.876 -0.534 -0.992
C 0.406 -0.890 -0.474
C 0.560 -1.894 0.527
C -0.123 -3.126 0.514
C 0.028 -4.056 1.595
C -0.483 -5.326 1.562
C -0.295 -6.271 2.677
C -0.464 -5.828 4.005
C -0.287 -6.709 5.076
C 0.104 -8.037 4.844
C 0.299 -8.476 3.524
C 0.084 -7.608 2.453
C -1.275 -5.788 0.392
O -1.779 -6.922 0.342
C -1.482 -4.798 -0.690
C -2.304 -5.166 -1.858
C -3.257 -4.246 -2.349
C -4.032 -4.556 -3.469
C -3.838 -5.765 -4.153
C -2.874 -6.672 -3.684
C -2.132 -6.386 -2.537
C -0.921 -3.552 -0.600
C 1.545 -0.226 -1.015
C 1.424 0.646 -2.073
H -0.209 3.493 -2.346
H 0.584 3.871 -3.916
H -1.176 3.586 -3.861
H 0.127 0.393 -5.108
H -0.975 1.764 -5.485
H 0.789 1.997 -5.583
H -1.979 0.640 -2.428
H -1.769 -1.008 -0.580
H 1.323 -1.746 1.289
H 0.629 -3.741 2.456
H -0.775 -4.793 4.174
H -0.451 -6.353 6.094
H 0.258 -8.723 5.681
H 0.619 -9.498 3.321
H 0.208 -7.960 1.429
H -3.396 -3.301 -1.814
H -4.786 -3.845 -3.810
H -4.430 -6.000 -5.040
H -2.697 -7.611 -4.209
H -1.401 -7.101 -2.157
H -1.036 -2.884 -1.455
H 2.532 -0.480 -0.621
H 2.292 1.119 -2.539
```

* DFT total energy: -54780.166 eV
* HOMO: -6.96 eV
* maximum force: 3.03 eV/Å
* E_LUMO: -1.1 eV